No. 1
{"formula": "C11H11BrO2Sr", "method": "ωB97M-V/def2-TZVPD", "elements": ["Sr", "H", "C", "C", "H", "H", "C", "H", "C", "H", "C", "H", "H", "H", "C", "C", "H", "O", "H", "Br", "C", "C", "H", "C", "O", "C"], "coordinates": [[-0.783, 0.855, 0.318], [2.751, -0.053, -1.228], [-1.331, -0.369, -2.574], [2.365, 0.239, -0.255], [2.089, 2.451, -0.495], [0.812, -0.225, -3.214], [2.142, -0.624, 0.852], [1.156, -2.442, -1.708], [-2.003, -1.292, -1.720], [-1.307, 1.229, 3.289], [1.597, 1.523, 1.502], [-1.223, -3.096, -0.615], [1.415, -0.202, 2.934], [-3.057, -1.292, -1.477], [-2.335, 0.806, 3.096], [-1.032, -2.253, -1.264], [-1.775, 0.522, -3.027], [-2.384, 0.214, 1.938], [2.337, -1.697, 0.872], [-1.449, 3.335, -0.826], [2.011, 1.563, 0.131], [0.217, -1.915, -1.862], [1.340, 2.384, 2.115], [1.655, 0.161, 1.938], [-3.239, 0.941, 3.943], [0.031, -0.763, -2.664]], "nbo_charge": [1.81, 0.20, -0.41, -0.34, 0.21, 0.19, -0.35, 0.18, -0.42, 0.03, -0.47, 0.19, 0.20, 0.20, 0.64, -0.38, 0.21, -0.89, 0.19, -0.93, -0.41, -0.35, 0.21, -0.40, -0.72, -0.37], "de_lowest_kj_mol": 0.00, "total_charge": -2, "gap_ev": 6.5}

***

No. 2
{"formula": "C11H11ClF3NO4S", "method": "ωB97M-V/def2-TZVPD", "elements": ["H", "H", "O", "F", "C", "H", "H", "C", "O", "Cl", "C", "N", "C", "H", "C", "C", "H", "H", "H", "O", "O", "C", "H", "C", "C", "C", "S", "F", "H", "C", "H", "F"], "coordinates": [[-0.049, -1.613, -4.073], [0.085, 4.324, 2.700], [0.236, -0.377, 3.395], [-2.560, 0.781, -2.653], [1.160, 1.893, 0.918], [2.783, 0.471, 0.685], [-1.518, -2.193, 0.911], [1.384, -1.660, -2.483], [0.862, 2.182, -0.212], [3.151, -1.802, -0.477], [0.661, -0.745, -0.352], [0.938, -0.481, 0.998], [1.631, -1.364, -1.153], [-1.054, 3.326, 1.745], [0.151, -1.376, -3.041], [-0.575, -0.464, -0.924], [2.156, -2.125, -3.074], [-1.731, -2.299, 2.675], [2.101, 0.562, 2.348], [0.847, 2.587, 1.998], [-1.350, 0.514, 1.759], [-0.030, 3.697, 1.820], [-1.329, 0.034, -0.335], [-1.025, -2.125, 1.872], [-2.197, -0.499, -2.793], [1.879, 0.596, 1.282], [-0.360, -0.464, 2.102], [-2.324, -0.796, -4.093], [0.229, 4.242, 0.911], [-0.824, -0.786, -2.250], [-0.193, -2.813, 1.943], [-3.135, -1.227, -2.149]], "nbo_charge": [0.24, 0.20, -0.93, -0.32, 0.77, 0.24, 0.25, -0.22, -0.60, 0.03, 0.20, -0.68, -0.07, 0.20, -0.17, -0.22, 0.23, 0.26, 0.26, -0.49, -0.94, -0.27, 0.27, -0.86, 0.97, -0.33, 2.30, -0.32, 0.20, -0.14, 0.25, -0.33], "smiles": "COC(=O)CN(c1cc(C(F)(F)F)ccc1Cl)S(C)(=O)=O", "gap_ev": 9.8}

***

No. 3
{"formula": "C11H11Co2N2O6", "method": "ωB97M-V/def2-TZVPD", "elements": ["H", "Co", "H", "C", "O", "H", "C", "H", "H", "H", "O", "H", "C", "O", "C", "C", "C", "O", "H", "Co", "N", "C", "O", "O", "C", "H", "H", "N", "C", "H", "C", "C"], "coordinates": [[-1.050, -2.489, -3.015], [-0.436, 1.721, 3.234], [1.882, -1.920, -4.632], [-1.853, 0.725, 3.414], [-3.375, 0.833, 0.102], [-0.769, -1.020, -1.229], [0.103, 0.241, 0.165], [2.914, -0.976, -3.507], [0.287, -3.719, -2.895], [-0.281, -1.760, 0.323], [-0.837, 4.112, -1.213], [1.605, 1.204, 1.549], [-0.469, 2.782, 4.628], [-2.781, 0.045, 3.515], [0.001, -2.708, -3.269], [-0.733, 3.280, -0.415], [0.590, 0.879, 1.259], [1.391, 0.029, 4.745], [1.115, -2.703, -1.147], [-0.768, 1.838, 0.703], [0.930, -1.643, -2.790], [2.215, -1.820, -3.581], [-2.111, 3.981, 2.405], [-0.476, 3.471, 5.550], [-1.375, 3.085, 2.225], [2.745, -2.757, -3.322], [1.997, -1.231, -1.189], [1.095, -1.682, -1.309], [0.031, -1.121, -0.490], [0.124, -2.709, -4.371], [-2.375, 1.336, 0.410], [0.665, 0.694, 4.146]], "nbo_charge": [0.23, -0.08, 0.25, 0.48, -0.45, 0.25, -0.10, 0.23, 0.19, 0.27, -0.43, 0.23, 0.56, -0.47, -0.46, 0.62, -0.50, -0.45, 0.43, 0.09, -0.25, -0.45, -0.50, -0.44, 0.39, 0.20, 0.45, -0.36, -0.33, 0.25, 0.58, 0.58], "de_lowest_kj_mol": 56.84, "total_charge": 1, "gap_ev": 6.3}

***

No. 4
{"formula": "C11H11N3", "method": "ωB97M-V/def2-TZVPD", "elements": ["H", "H", "C", "C", "C", "H", "H", "C", "H", "C", "C", "C", "H", "N", "H", "N", "C", "H", "H", "C", "C", "H", "C", "N", "H"], "coordinates": [[2.753, 2.057, -2.265], [-1.958, 0.794, -2.215], [-1.776, -0.348, -0.521], [2.553, 0.429, 0.710], [2.485, 1.332, -1.526], [1.879, -2.175, 1.499], [3.873, 1.989, 0.072], [3.058, 1.319, -0.267], [1.161, 0.292, -3.062], [-2.381, -0.437, 0.761], [0.936, -0.381, -0.971], [1.476, 0.481, -1.939], [-2.076, -1.152, 1.554], [0.294, -2.350, -0.078], [-3.635, 2.253, -0.631], [0.010, -1.448, -1.099], [-3.200, 1.275, -0.466], [2.840, 0.468, 1.792], [-0.550, -2.779, 0.164], [1.493, -0.460, 0.352], [-3.245, 0.636, 0.751], [0.287, -1.621, 1.848], [0.974, -1.686, 1.091], [-2.218, 0.668, -1.203], [-3.925, 0.982, 1.512]], "nbo_charge": [0.22, 0.43, 0.26, -0.20, -0.21, 0.21, 0.22, -0.22, 0.23, -0.41, 0.10, -0.23, 0.22, -0.40, 0.21, -0.18, -0.13, 0.22, 0.37, -0.03, -0.28, 0.20, -0.27, -0.56, 0.22], "de_lowest_kj_mol": 532.31, "gap_ev": [7.8, 7.8]}

***

No. 5
{"formula": "C11H11NO2S", "method": "ωB97M-V/def2-TZVPD", "elements": ["H", "H", "C", "C", "C", "H", "O", "C", "H", "C", "C", "S", "H", "H", "C", "C", "N", "H", "H", "H", "C", "C", "H", "H", "C", "O"], "coordinates": [[-1.073, -1.840, 3.953], [-2.544, -0.865, -3.063], [3.108, 1.595, -0.976], [-1.317, -0.850, 3.290], [-0.604, -0.260, -0.286], [-1.782, -2.861, -2.050], [0.467, -1.463, 1.896], [1.842, -0.357, -0.531], [-0.132, 2.349, -0.460], [0.805, 1.794, -0.574], [3.106, 0.231, -0.906], [-1.991, 0.758, -1.368], [-3.474, -1.185, -1.489], [4.067, -0.351, -0.807], [-0.560, -0.864, 2.021], [-1.584, -1.808, -1.583], [-0.681, -1.541, -0.823], [-2.355, -0.702, 3.136], [1.862, 3.475, -1.161], [1.836, -1.429, -0.300], [0.713, 0.450, -0.488], [1.995, 2.430, -0.858], [-1.090, 0.051, 3.852], [4.082, 2.014, -1.249], [-2.610, -0.806, -2.064], [-1.158, -0.231, 0.977]], "nbo_charge": [0.25, 0.23, -0.20, -0.72, 0.41, 0.18, -0.57, -0.14, 0.21, -0.16, -0.23, 0.06, 0.24, 0.22, 0.79, 0.21, -0.45, 0.24, 0.23, 0.24, -0.15, -0.23, 0.25, 0.21, -0.61, -0.54], "smiles": "CC(=O)O[C@@]1(c2ccccc2)N=CCS1", "de_lowest_kj_mol": 300.26, "gap_ev": 9.5}

***

No. 6
{"formula": "C11H12Cl2", "method": "ωB97M-V/def2-TZVPD", "elements": ["Cl", "H", "H", "H", "C", "C", "H", "H", "C", "C", "H", "C", "C", "H", "H", "C", "Cl", "C", "H", "C", "H", "C", "H", "C", "H"], "coordinates": [[-2.361, -1.829, -0.773], [-0.419, 1.493, 1.963], [-1.275, 0.255, -2.462], [1.267, 2.377, -0.140], [0.350, -0.505, 0.004], [1.039, -0.922, -1.170], [-1.718, 1.829, -1.447], [-0.276, 3.395, -0.567], [1.892, -2.034, -0.945], [-0.695, 0.512, -0.082], [2.953, -3.268, 0.490], [-1.528, 0.735, -1.361], [1.375, -2.224, 1.387], [2.521, -2.363, -1.812], [1.392, -2.664, 2.461], [-2.281, -0.159, -0.438], [-3.672, 0.472, 0.420], [-0.783, 1.778, 0.861], [-0.264, -1.040, 1.952], [0.281, 2.714, 0.239], [-1.736, 2.284, 0.951], [2.184, -2.513, 0.298], [0.502, 3.352, 1.130], [0.495, -1.150, 1.184], [0.755, -0.526, -2.144]], "nbo_charge": [0.05, 0.21, 0.23, 0.23, -0.09, -0.19, 0.24, 0.20, -0.20, 0.02, 0.22, -0.46, -0.19, 0.21, 0.23, -0.14, 0.00, -0.41, 0.22, -0.63, 0.24, -0.23, 0.22, -0.21, 0.22], "smiles": "CC[C@]1(c2ccccc2)CC1(Cl)Cl", "gap_ev": 9.1}

***

No. 7
{"formula": "C11H12F2IN2O9P2S4", "method": "ωB97M-V/def2-TZVPD", "elements": ["O", "F", "C", "C", "N", "C", "C", "S", "P", "S", "H", "O", "H", "O", "S", "H", "H", "O", "H", "H", "C", "C", "H", "H", "H", "F", "C", "C", "I", "N", "H", "H", "O", "C", "O", "O", "O", "C", "C", "O", "H", "S", "P"], "coordinates": [[0.741, -4.949, 2.167], [-1.807, 4.815, -8.168], [0.240, -0.171, 0.891], [-1.108, -0.277, 0.619], [-2.365, 4.171, -5.838], [3.959, 0.095, 3.560], [-1.231, -2.355, 1.786], [-3.622, -1.363, 0.666], [0.928, -3.674, 2.904], [-0.197, 2.843, -1.623], [2.710, -1.793, 2.557], [-1.886, -3.835, 3.914], [2.292, -3.411, 3.084], [-3.911, 3.826, -7.737], [-0.869, 4.401, -5.377], [-3.507, -1.646, -0.638], [3.296, 0.942, 1.729], [-2.538, 1.476, -0.325], [0.390, -3.681, 4.197], [4.878, -0.236, 3.069], [0.928, -1.144, 1.612], [-1.492, 0.912, -0.224], [4.202, 1.059, 4.012], [2.026, 0.884, 2.898], [3.668, -0.601, 4.348], [-1.156, 4.942, -3.903], [-1.881, -1.344, 1.060], [0.171, -2.260, 2.031], [3.456, -1.467, 0.056], [-0.262, 1.279, -0.867], [-1.217, -4.915, 0.939], [-2.469, -4.471, 4.343], [-1.851, 2.490, -7.677], [2.406, -1.009, 1.882], [1.544, 1.874, 0.529], [-1.876, -5.078, 1.627], [-0.205, 5.506, -5.991], [2.872, 0.314, 2.511], [0.688, 1.105, 0.221], [-0.103, 3.218, -5.139], [-0.885, 3.563, -0.720], [-2.553, 3.683, -7.326], [-2.406, -3.715, 2.343]], "nbo_charge": [-1.10, -0.51, -0.15, -0.10, -1.22, -0.61, -0.34, 0.05, 1.52, 0.26, 0.22, -1.01, -0.09, -0.95, 2.51, 0.15, 0.24, -0.49, -0.05, 0.21, 0.11, 0.67, 0.22, 0.22, 0.20, -0.52, -0.13, -0.40, 0.11, -0.61, 0.52, 0.50, -0.94, -0.34, -0.51, -0.98, -0.94, -0.44, 0.69, -0.94, 0.10, 2.52, 1.34], "total_charge": -1, "gap_ev": 7.0}

***

No. 8
{"formula": "C11H12F3N6O4ReS", "method": "ωB97M-V/def2-TZVPD", "elements": ["O", "H", "C", "N", "C", "C", "F", "C", "N", "N", "N", "C", "C", "H", "H", "C", "H", "H", "H", "C", "H", "H", "H", "S", "C", "N", "H", "O", "H", "O", "H", "O", "F", "C", "C", "N", "F", "Re"], "coordinates": [[2.468, -1.030, 1.274], [-0.435, -4.372, 2.209], [2.770, 0.216, 3.288], [-1.577, 2.630, 0.574], [-1.381, -0.667, 2.085], [2.204, -0.011, 1.876], [3.694, -0.676, 3.583], [-2.738, 1.407, 2.810], [1.758, -0.745, -1.375], [-1.236, 1.321, 0.869], [1.074, -1.436, -2.377], [-0.295, -1.355, -2.436], [-0.863, 3.109, -0.403], [-2.309, 1.445, 3.815], [-3.667, 0.836, 2.864], [-0.708, -3.326, 2.201], [1.577, -1.947, -3.084], [-1.856, 4.881, -0.373], [2.253, -1.380, -0.753], [-1.595, -2.801, 3.126], [-0.597, 4.772, -1.563], [-2.029, -3.435, 3.889], [2.433, -0.100, -1.776], [0.482, 2.298, -1.270], [-1.777, 0.746, 1.888], [-1.116, 4.358, -0.810], [-2.642, -1.033, 3.768], [1.367, 0.913, 1.467], [-2.955, 2.413, 2.476], [-0.819, -0.574, -1.441], [0.569, -2.828, 0.545], [-0.952, -1.924, -3.245], [1.754, 0.090, 4.156], [-1.938, -1.458, 3.067], [-0.156, -2.480, 1.265], [-0.476, -1.175, 1.210], [3.280, 1.439, 3.402], [0.246, 0.315, -0.135]], "nbo_charge": [-0.62, 0.25, 0.90, -0.40, 0.17, 0.71, -0.29, -0.69, -0.61, -0.26, -0.50, 0.87, 0.31, 0.26, 0.25, -0.23, 0.42, 0.42, 0.42, -0.10, 0.42, 0.25, 0.40, 0.05, 0.33, -0.75, 0.25, -0.68, 0.28, -0.65, 0.22, -0.54, -0.31, -0.20, 0.12, -0.49, -0.30, 1.33], "de_lowest_kj_mol": 21.89, "total_charge": 1, "s2": 0.765, "spin_multiplicity": 2, "gap_ev": [7.0, 7.3]}

***

No. 9
{"formula": "C11H12IN2S", "method": "ωB97M-V/def2-TZVPD", "elements": ["I", "C", "C", "H", "N", "C", "C", "H", "S", "H", "C", "H", "H", "C", "H", "H", "H", "N", "C", "H", "C", "H", "H", "H", "C", "C", "C"], "coordinates": [[2.261, 1.159, -2.747], [0.188, -1.057, -0.901], [-0.625, -3.588, -0.646], [1.794, 4.223, 0.945], [0.235, 0.356, -0.696], [-2.812, -0.334, 1.012], [1.001, -1.984, -1.469], [-3.391, 0.505, 0.935], [-0.574, 2.406, 0.626], [1.909, -1.821, -1.905], [-0.774, 0.796, 0.087], [-0.836, -4.649, -0.465], [0.645, 3.391, -1.028], [2.111, 3.195, 0.679], [1.059, -4.148, -1.715], [3.135, 3.187, 0.191], [2.589, 0.337, 0.433], [-1.576, -0.267, 0.292], [1.296, 1.211, -0.933], [-2.526, -0.529, 2.096], [-1.021, -1.383, -0.234], [-2.364, -2.805, 0.526], [2.153, 2.628, 1.563], [-3.326, -1.204, 0.607], [0.980, 2.563, -0.294], [0.516, -3.318, -1.442], [-1.463, -2.646, -0.093]], "nbo_charge": [0.34, 0.12, -0.16, 0.23, -0.42, -0.40, -0.19, 0.23, 0.43, 0.24, 0.29, 0.23, 0.27, -0.59, 0.23, 0.25, 0.03, -0.31, -0.04, 0.23, 0.13, 0.24, 0.23, 0.23, -0.44, -0.17, -0.23], "de_lowest_kj_mol": 445.58, "total_charge": 1, "gap_ev": [7.6, 8.0]}

***

No. 10
{"formula": "C11H12IrNO6", "method": "ωB97M-V/def2-TZVPD", "elements": ["H", "O", "H", "C", "O", "H", "C", "O", "H", "C", "C", "C", "H", "C", "C", "C", "C", "H", "H", "H", "O", "H", "Ir", "H", "O", "C", "C", "H", "N", "O", "H"], "coordinates": [[-1.252, 1.130, 3.739], [0.230, -2.675, -3.630], [1.798, -1.760, 2.859], [0.410, -1.726, 1.229], [0.496, 2.742, -0.739], [1.093, -2.395, 0.694], [-0.680, 0.709, 2.901], [-2.776, 0.376, -2.654], [-0.437, -1.231, 3.827], [-1.635, 0.476, -2.776], [0.403, 1.924, -1.545], [-1.686, 0.263, 1.849], [0.796, -0.045, 4.249], [2.347, 0.424, -2.676], [0.348, 2.055, -4.424], [0.254, -1.626, -3.152], [0.193, -0.430, 3.418], [-2.490, 0.994, 1.757], [1.805, -0.267, 1.989], [-0.057, 1.506, 2.473], [3.490, 0.352, -2.473], [-2.171, -0.677, 2.140], [0.357, 0.459, -2.847], [0.541, 0.758, -4.547], [0.415, -0.813, -0.931], [-0.116, -0.763, 0.217], [1.130, -1.036, 2.376], [-1.601, 0.511, -0.272], [-1.090, 0.109, 0.515], [0.333, 2.946, -5.171], [-0.445, -2.290, 1.608]], "nbo_charge": [0.32, -0.25, 0.30, -0.50, -0.27, 0.30, -0.39, -0.27, 0.24, 0.49, 0.49, -0.23, 0.33, 0.51, 0.23, 0.51, -0.41, 0.28, 0.22, 0.24, -0.24, 0.32, 0.70, 0.12, -0.57, 0.72, -0.39, 0.43, -0.33, -0.18, 0.27], "de_lowest_kj_mol": 218.97, "total_charge": 3, "s2": 8.775, "spin_multiplicity": 6, "gap_ev": [6.8, 5.4]}

***

No. 11
{"formula": "C11H12N2", "method": "ωB97M-V/def2-TZVPD", "elements": ["C", "C", "H", "H", "C", "C", "H", "C", "N", "H", "H", "N", "C", "H", "C", "C", "C", "H", "H", "H", "H", "H", "H", "C", "C"], "coordinates": [[-2.737, -1.205, -2.758], [-3.875, -1.410, -1.950], [-2.382, -0.725, 0.941], [1.667, 1.678, 3.855], [1.912, 1.671, 2.894], [1.161, 1.022, 1.939], [-4.471, -1.531, 0.169], [-1.489, -1.008, -2.194], [3.128, 0.502, 0.669], [-4.847, -1.220, -2.361], [3.865, 1.766, 3.537], [-1.455, -0.879, -0.832], [1.889, 0.300, 0.974], [0.080, 1.027, 1.983], [3.359, 1.860, 2.648], [-3.709, -1.313, -0.556], [-0.411, -1.061, -3.115], [3.549, 2.832, 2.391], [-2.900, -1.212, -3.822], [4.830, 1.488, 0.932], [1.523, -0.566, 0.481], [-0.700, -1.369, -4.115], [0.623, -0.973, -2.984], [-2.477, -0.991, -0.077], [3.869, 1.317, 1.351]], "nbo_charge": [-0.02, -0.20, 0.22, 0.24, 0.09, -0.26, 0.26, -0.01, -0.39, 0.27, 0.31, -0.34, 0.22, 0.26, -0.58, -0.03, 0.10, 0.33, 0.25, 0.25, 0.23, 0.23, 0.23, 0.05, 0.32], "de_lowest_kj_mol": 219.02, "total_charge": 2, "gap_ev": [7.5, 7.5]}

***

No. 12
{"formula": "C11H12N2", "method": "ωB97M-V/def2-TZVPD", "elements": ["C", "C", "H", "H", "H", "H", "H", "C", "C", "H", "C", "N", "C", "C", "H", "C", "N", "H", "C", "H", "H", "C", "H", "C", "H"], "coordinates": [[-0.250, -2.047, 3.151], [0.081, 0.631, -0.085], [-2.418, -1.518, 2.987], [0.777, 1.147, -4.736], [1.968, -1.948, 3.221], [2.215, 0.153, -2.937], [-2.354, 0.024, -0.170], [1.928, 1.200, -2.807], [-2.539, 0.157, 0.973], [-1.453, -0.065, -3.525], [-1.401, -1.404, 2.708], [-0.129, -0.206, 1.043], [-0.503, 0.435, -3.402], [0.615, 0.897, -3.607], [-0.470, -2.835, 3.882], [1.684, 1.764, -1.463], [1.063, 1.027, -0.646], [2.034, 2.670, -0.914], [1.013, -0.690, 1.659], [-3.400, -0.159, 1.318], [1.998, -0.355, 1.160], [-1.375, -0.466, 1.619], [2.513, 1.894, -3.304], [1.015, -1.536, 2.714], [-2.610, 1.232, 1.163]], "nbo_charge": [-0.02, 0.39, 0.27, 0.42, 0.30, 0.29, 0.25, -0.41, -0.66, 0.29, -0.24, -0.38, 0.25, -0.33, 0.28, 0.05, -0.29, 0.28, 0.08, 0.25, 0.25, 0.38, 0.28, -0.24, 0.28], "de_lowest_kj_mol": 455.01, "total_charge": 2, "gap_ev": [6.5, 6.5]}

***

no.,E (eV)
1,-86562.2676
2,-52775.8751
3,-102091.0560
4,-16050.5475
5,-28003.8688
6,-36643.7434
7,-108466.0775
8,-49846.3904
9,-33507.5201
10,-28173.3404
11,-14559.9734
12,-14557.5276